[1]
The following is a DFT calculation (the ωB97M-V functional and the def2-TZVPD basis) of a cluster of 2 separate species, C4H5Cl in total.

```
10
Properties=species:S:1:pos:R:3
C 1.821 -1.111 1.132
C 1.227 -0.537 0.284
C -0.937 0.338 -0.070
C 0.322 -0.113 -0.635
Cl 2.295 1.821 -1.189
H 2.280 -1.775 1.847
H -1.069 1.436 0.026
H -0.878 -0.207 0.815
H -1.700 -0.062 -0.646
H 0.579 -0.333 -1.629
```

Output
Kohn-Sham gap (alpha / beta)   6.62 / 6.62 eV
Relative energy (zero: lowest compared OMol25 entry of this formula, charge and spin)   322.3 kJ/mol
Total charge   0
LUMO energy (alpha / beta)   -0.0876 / -0.0875 Ha

[2]
The following is a DFT calculation (the ωB97M-V functional and the def2-TZVPD basis) of a cluster of 2 separate species, C4H5Cl in total.

```
10
Properties=species:S:1:pos:R:3
C 1.983 -0.333 -0.192
C 0.725 0.137 -0.096
C -0.372 -0.613 0.249
C -2.070 0.635 -0.130
Cl -3.639 -0.129 0.069
H 2.621 0.430 -0.607
H 2.330 -1.320 0.101
H 0.634 1.249 0.031
H -0.307 -1.742 0.222
H -1.905 1.688 0.353
```

Output
<S²>   2.038
Kohn-Sham gap (alpha / beta)   8.41 / 8.83 eV
Relative energy (zero: lowest compared OMol25 entry of this formula, charge and spin)   212.6 kJ/mol
Multiplicity   3
Total charge   0
LUMO energy (alpha / beta)   0.0221 / -0.0391 Ha

[3]
The following is a DFT calculation (the ωB97M-V functional and the def2-TZVPD basis) of the molecule C4H5Cl2NO.

```
13
Properties=species:S:1:pos:R:3
C -2.404 0.367 0.016
N -0.961 0.551 0.202
C -0.166 -0.453 -0.005
O -0.200 -1.617 -0.282
C 1.587 0.061 -0.010
Cl 1.796 1.735 -0.030
C 2.556 -0.808 0.127
Cl 4.214 -0.445 -0.083
H -2.630 1.142 -0.769
H -2.597 -0.598 -0.338
H -2.923 0.408 0.914
H -0.563 1.590 0.236
H 2.292 -1.934 0.022
```

Output
Kohn-Sham gap   9.84 eV
Relative energy (zero: lowest compared OMol25 entry of this formula, charge and spin)   132.9 kJ/mol
Total charge   0
LUMO energy   0.0186 Ha

[4]
The following is a DFT calculation (the ωB97M-V functional and the def2-TZVPD basis) of the molecule C4H5Cl3O2S.

```
15
Properties=species:S:1:pos:R:3
O 1.330 0.266 2.302
S 1.268 -0.356 1.009
O 2.327 -1.250 0.472
C 0.871 0.973 -0.268
C -0.284 0.608 -1.152
C -1.311 -0.127 -0.211
Cl -2.347 1.572 0.482
Cl -2.504 -1.022 -0.912
C -0.395 -1.267 0.695
Cl -0.083 -2.745 -0.150
H 1.826 1.198 -0.733
H 0.578 1.911 0.289
H -0.720 1.515 -1.547
H 0.060 -0.031 -1.987
H -0.615 -1.243 1.712
```

Output
Kohn-Sham gap   9.52 eV
Relative energy (zero: lowest compared OMol25 entry of this formula, charge and spin)   128.4 kJ/mol
Total charge   0
LUMO energy   -0.0386 Ha

[5]
The following is a DFT calculation (the ωB97M-V functional and the def2-TZVPD basis) of the molecule C4H5Cl3S.

```
13
Properties=species:S:1:pos:R:3
C 0.594 -1.620 -0.976
S -0.094 -0.101 -1.650
C -0.441 0.616 -0.075
C -1.488 0.159 0.651
Cl -2.847 -0.841 0.364
C 0.550 1.536 0.604
Cl 2.076 0.823 1.355
Cl 1.098 2.823 -0.613
H -0.370 -2.482 -1.158
H 1.475 -1.866 -1.825
H 1.195 -1.381 0.088
H -1.696 0.257 1.918
H -0.053 2.075 1.315
```

Output
Kohn-Sham gap   9.17 eV
Relative energy (zero: lowest compared OMol25 entry of this formula, charge and spin)   277.6 kJ/mol
Total charge   0
LUMO energy   0.0045 Ha

[6]
The following is a DFT calculation (the ωB97M-V functional and the def2-TZVPD basis) of the molecule C4H5ClFNS.

```
13
Properties=species:S:1:pos:R:3
C -0.214 1.243 0.889
C -2.136 -0.114 -0.065
C 0.198 -1.022 0.851
C 1.312 0.387 -0.845
N 0.504 0.257 0.360
F -0.005 2.375 0.178
S -1.501 -1.618 0.214
Cl -3.709 0.003 -0.600
H 0.901 -1.786 0.527
H 0.091 -1.014 1.934
H 1.622 -0.592 -1.199
H 0.743 0.894 -1.625
H 2.193 0.987 -0.619
```

Output
<S²>   2.019
Kohn-Sham gap (alpha / beta)   7.55 / 8.11 eV
Multiplicity   3
Total charge   0
LUMO energy (alpha / beta)   0.0233 / -0.0514 Ha

[7]
The following is a DFT calculation (the ωB97M-V functional and the def2-TZVPD basis) of the ion C4H5ClIN2 with charge +1.

```
13
Properties=species:S:1:pos:R:3
C -0.456 -0.434 -1.299
C 0.880 1.264 -0.546
C 0.356 -0.461 1.059
C -0.886 -0.859 0.068
N 0.226 0.620 -1.517
N 0.995 0.751 0.653
Cl -1.395 -2.462 0.267
I -2.597 0.734 0.293
H -0.844 -0.923 -2.163
H 1.359 2.312 -0.793
H -0.177 -0.424 2.073
H 0.858 -1.344 0.718
H 1.680 1.226 1.188
```

Output
<S²>   2.013
Kohn-Sham gap (alpha / beta)   6.41 / 6.16 eV
Relative energy (zero: lowest compared OMol25 entry of this formula, charge and spin)   0.0 kJ/mol
Multiplicity   3
Total charge   +1
LUMO energy (alpha / beta)   -0.1887 / -0.3035 Ha

[8]
The following is a DFT calculation (the ωB97M-V functional and the def2-TZVPD basis) of the molecule C4H5ClN2.

```
12
Properties=species:S:1:pos:R:3
C 1.133 0.445 -0.003
C 0.576 -0.679 -0.290
C -0.969 1.354 0.434
C -0.957 -0.849 -0.243
N -1.602 0.328 0.208
N -0.990 2.610 0.671
Cl -2.595 3.494 1.120
H 2.015 1.020 0.081
H 1.060 -1.603 -0.581
H -1.314 -1.099 -1.248
H -1.214 -1.679 0.423
H -0.270 3.028 1.239
```

Output
Kohn-Sham gap (alpha / beta)   7.50 / 7.50 eV
Relative energy (zero: lowest compared OMol25 entry of this formula, charge and spin)   500.8 kJ/mol
Total charge   0
LUMO energy (alpha / beta)   -0.0344 / -0.0344 Ha